No. 1
The following is a quantum chemistry calculation of a single C22H25N3O4 molecule, from OMol25.

Output
* largest force on an atom: 0.59 eV/A
* calculated total energy: -35881.4297 eV
* SMILES string: COCCNC(=O)[C@@H](Cc1c[nH]c2ccccc12)NC(=O)OCc1ccccc1
* frontier orbital gap: 8.473 eV
* HOMO: -7.78 eV

The geometry in XYZ format:
```
54
C22H25N3O4 ωB97M-V with the def2-TZVPD basis set
H -1.07 5.25 0.84
H -4.13 -2.15 -2.45
C 3.35 4.87 1.89
H -1.34 -6.25 0.67
H -4.44 -1.52 -0.80
C -2.63 -3.13 0.45
C -2.52 0.01 -0.75
H 2.68 2.17 -0.86
H -3.11 -4.29 -2.69
C 1.82 3.74 0.34
C -0.32 3.00 -0.94
C -3.03 -3.14 -0.88
C 1.14 -3.52 -1.26
H 1.33 -3.55 -2.33
C -2.81 -4.27 -1.65
H 0.64 0.03 -0.79
H -2.04 -6.27 -1.70
C -2.21 -5.39 -1.10
C -3.68 -1.92 -1.48
O -3.12 0.02 0.30
H 4.92 2.44 0.13
H 2.70 -0.41 0.59
N 0.92 5.38 1.58
C 4.35 4.04 1.44
H -2.80 -2.25 1.05
C -1.81 -5.38 0.23
H -1.15 0.78 -2.03
O 1.48 -2.23 -0.82
H 0.38 2.57 -1.67
C -0.06 4.86 0.79
H 1.96 -2.74 1.13
C -1.02 1.86 -0.19
H 0.09 -3.75 -1.06
H 3.54 5.61 2.66
H 0.26 -2.26 0.85
C 2.86 2.92 -0.10
O -2.72 -0.89 -1.74
O 0.03 1.45 1.95
H 1.76 -4.28 -0.76
C -0.03 1.18 0.77
N 0.78 0.28 0.17
H -1.83 2.25 0.43
H 1.55 -0.39 1.96
H -1.72 -4.23 2.04
N -1.59 0.92 -1.13
C 1.31 -2.05 0.57
C 1.66 -0.60 0.89
C 0.44 3.87 0.01
H 0.80 6.10 2.27
C -2.02 -4.24 1.00
H 5.34 4.12 1.86
C 2.09 4.71 1.34
C 4.10 3.07 0.46
H -1.07 3.58 -1.48
```

These are the Mulliken partial charges, in e, on atoms 1 to 4: 0.455 0.465 -0.817 0.376



No. 2
The following is a quantum chemistry calculation of a single C22H25N3O5S molecule at a distorted geometry, from OMol25.

Output
* largest force on an atom: 1.13 eV/A
* calculated total energy: -48763.4585 eV
* SMILES string: COCCNC(=O)c1c[nH]c2ccc(S(=O)(=O)N(C)c3ccc(C)c(C)c3)cc2c1=O
* frontier orbital gap: 8.501 eV
* HOMO: -8.74 eV

The geometry in XYZ format:
```
56
C22H25N3O5S ωB97M-V with the def2-TZVPD basis set
C -0.10 -0.90 0.40
C -0.93 0.22 0.52
C 4.82 -0.45 -0.21
C -2.50 2.46 0.80
C 3.93 1.78 -1.53
C -3.08 1.38 0.21
H -6.76 1.48 -1.35
C 3.64 -0.52 -0.94
H -6.44 -3.32 0.39
O -2.75 -0.85 -0.53
N -5.04 0.50 -0.85
H 6.88 3.01 -1.12
H 1.30 2.33 2.00
H 2.73 0.30 1.77
O -7.33 -1.64 -0.24
C 2.04 -2.02 -2.06
C -6.43 0.45 -1.23
N 2.94 -1.74 -0.96
H -3.09 3.36 0.94
C 6.81 0.76 0.68
O -5.13 2.56 0.09
N -1.22 2.49 1.22
C 5.10 1.86 -0.80
C 3.19 0.61 -1.61
C -0.41 1.39 1.10
C -4.52 1.54 -0.18
H 1.16 -1.37 -2.06
O 3.36 -2.18 1.52
H -6.52 -0.07 -2.18
H -0.84 3.32 1.65
H 7.67 1.00 0.04
H 6.76 1.53 1.45
H -7.03 0.11 0.82
H -4.45 -0.32 -0.97
H 6.99 -0.20 1.15
C 1.19 -0.85 0.86
H 2.28 0.59 -2.18
C -6.18 -2.27 0.27
H 3.57 2.66 -2.06
C 5.87 3.15 -0.73
H -5.33 -2.20 -0.41
S 2.31 -2.21 0.54
H 2.59 -1.89 -2.99
H -5.90 -1.85 1.24
H 5.38 3.92 -1.31
C 0.91 1.42 1.56
H 5.16 -1.34 0.30
C 5.55 0.72 -0.12
C -2.32 0.16 0.01
C -7.33 -0.24 -0.19
H -8.36 0.06 -0.37
H 5.96 3.49 0.30
C 1.71 0.31 1.43
H 1.72 -3.05 -1.95
O 1.58 -3.42 0.34
H -0.50 -1.81 -0.03
```

These are the Mulliken partial charges, in e, on atoms 1 to 4: -0.448 0.302 -0.357 -0.357



No. 3
The following is a quantum chemistry calculation of a single C22H25N3O6S2 molecule at a distorted geometry, from OMol25.

Output
* largest force on an atom: 1.21 eV/A
* calculated total energy: -61645.9313 eV
* SMILES string: CCOc1ccc(NC(=O)CN2C(=O)CSc3ccc(S(=O)(=O)N4CCOCC4)cc32)cc1
* frontier orbital gap: 8.528 eV
* HOMO: -8.28 eV

The geometry in XYZ format:
```
58
C22H25N3O6S2 ωB97M-V with the def2-TZVPD basis set
H -0.34 0.90 4.68
H -0.80 -0.83 -5.76
O -2.40 0.56 -4.38
H 0.51 -4.64 -2.70
C 2.72 4.31 3.11
H 1.42 0.68 0.97
C -0.52 -0.17 2.80
H 0.34 -0.75 -4.39
C 1.76 3.54 1.05
H 0.23 3.70 2.57
C 1.61 -0.20 1.60
C 0.41 -3.75 -0.75
C 0.47 3.40 1.56
C 0.26 0.25 4.05
N 0.35 -0.86 1.86
C -0.56 -2.80 -2.73
H 2.14 3.53 3.62
C -0.06 -2.67 -0.03
O -2.73 1.06 0.34
H 2.75 6.45 2.87
S 0.30 -2.51 1.73
H -1.18 -0.88 0.00
H 2.24 -0.90 1.06
H 0.56 -0.64 4.61
C 1.99 3.16 -0.27
C 2.29 0.23 2.90
N -1.85 -0.71 -2.59
C -0.81 -1.68 -0.63
C 1.00 2.58 -1.03
H 3.15 0.86 2.70
O 1.60 -3.08 1.95
H -1.31 -0.86 3.06
H 2.98 3.30 -0.68
C -1.72 -0.33 -3.90
H 0.99 -4.51 -0.25
O 2.83 4.01 1.72
H -3.49 0.52 -2.49
H -3.45 -0.75 -1.24
C 2.13 5.70 3.36
H 2.61 -0.67 3.45
H 2.12 5.90 4.42
H 3.75 4.28 3.47
H -1.53 2.73 1.21
C -2.85 -0.03 -1.79
C -2.27 0.97 -0.78
C -0.67 -1.05 -4.70
H -0.94 0.71 2.30
O 1.41 1.00 3.70
C 0.15 -3.81 -2.10
O -0.81 -3.00 2.48
C -0.27 2.38 -0.49
C -1.08 -1.72 -1.99
C -0.53 2.83 0.80
N -1.22 1.67 -1.25
S -0.81 -2.85 -4.47
H 1.21 2.27 -2.04
H 1.12 5.78 2.97
H -0.97 1.54 -2.22
```

These are the Mulliken partial charges, in e, on atoms 1 to 4: 0.417 0.400 -0.626 0.435



No. 4
The following is a quantum chemistry calculation of a single C22H25N5O2S2 molecule at a distorted geometry, from OMol25.

Output
* largest force on an atom: 1.33 eV/A
* calculated total energy: -56435.0014 eV
* SMILES string: CCN(CC)S(=O)(=O)c1cccc(-c2nnc(S[C@H](C)C#N)n2Cc2ccccc2)c1
* frontier orbital gap: 9.055 eV
* HOMO: -8.69 eV

The geometry in XYZ format:
```
56
C22H25N5O2S2 ωB97M-V with the def2-TZVPD basis set
H 3.73 3.70 -2.25
C -5.47 -2.75 -1.38
H -7.18 -0.91 -2.42
H 0.80 -3.21 -0.09
H 3.88 5.66 -0.66
N -2.33 -1.93 -2.24
H 0.97 0.83 3.96
C -6.45 -1.32 -3.12
H 6.79 1.08 -0.95
N -5.69 -3.50 -0.54
N -1.05 -2.11 -1.92
H 2.34 3.84 -1.14
C -1.33 0.01 1.64
C 0.59 -1.11 -0.38
H 2.95 -3.03 1.10
H 4.46 0.44 -0.97
H 4.70 1.53 -2.34
H -2.44 -1.83 1.60
C 1.18 0.14 -0.20
C -1.09 -1.75 3.26
C 3.02 -0.89 0.97
C -5.20 -1.77 -2.39
H 6.00 1.93 0.40
C 0.22 0.24 3.45
C -0.72 -1.24 -1.01
H 3.86 4.53 0.70
C 2.46 -2.14 0.74
C -1.69 -1.25 2.12
C 4.69 1.47 -1.25
H -0.09 1.73 1.96
H 5.23 4.54 -0.42
H 0.72 1.04 -0.57
N 3.58 2.26 -0.78
H -6.90 -2.16 -3.64
S -4.41 -0.33 -1.52
C 2.37 0.23 0.48
H -3.03 0.68 0.50
C -2.79 -0.95 -1.50
H -1.37 -2.73 3.62
H 3.93 -0.77 1.52
C -0.13 -1.01 3.92
C 4.15 4.66 -0.34
C -0.38 0.76 2.32
S 3.03 1.88 0.75
H -4.43 -2.14 -3.07
H 0.35 -1.41 4.80
O 4.08 1.79 1.72
C 6.06 1.85 -0.69
O 1.92 2.75 1.03
H -1.50 1.47 0.07
H -6.20 -0.55 -3.85
C 3.41 3.63 -1.20
C 1.25 -2.25 0.08
C -1.96 0.52 0.36
H 6.40 2.80 -1.09
N -1.81 -0.45 -0.69
```

These are the Mulliken partial charges, in e, on atoms 1 to 4: 0.435 0.208 0.353 0.494